# 1
Computed, not measured: C33H35CaF5N4P2 as an isolated structure, with wB97M-V/def2-TZVPD.

Positions of all 80 atoms, in Å:
Ca1 0.579 -1.183 -0.447
C1 2.078 0.385 -8.224
C2 2.116 1.520 -7.512
C3 1.210 2.698 -7.659
C4 -0.222 2.412 -8.194
C5 -0.949 1.281 -7.517
C6 -0.925 0.001 -7.898
C7 -0.178 -0.542 -9.090
C8 1.196 0.108 -9.404
C9 -1.343 -1.332 0.898
H1 2.782 -0.424 -7.999
H2 2.920 1.671 -6.785
H3 1.672 3.456 -8.318
H4 1.125 3.185 -6.674
H5 -0.806 3.330 -8.021
H6 -0.175 2.275 -9.282
H7 -1.585 1.595 -6.680
H8 -1.542 -0.743 -7.380
H9 -0.791 -0.465 -10.006
H10 -0.026 -1.620 -8.927
H11 1.737 -0.603 -10.050
H12 1.034 1.010 -10.006
H13 -0.948 -2.085 1.604
H14 -2.291 -1.679 0.471
H15 -1.517 -0.402 1.447
P1 -1.496 0.663 -1.469
P2 1.390 1.387 -1.455
N1 -2.534 -0.440 -2.371
N2 -2.810 1.708 -0.750
N3 2.304 0.482 -2.737
N4 2.713 2.392 -0.963
C10 -0.977 1.722 -2.876
C11 0.343 2.453 -2.506
C12 -2.486 -1.841 -2.301
C13 -3.393 -2.358 -3.212
C14 -4.032 -1.253 -3.860
C15 -3.496 -0.093 -3.320
C16 -3.768 1.272 0.178
C17 -4.603 2.336 0.508
C18 -4.163 3.470 -0.246
C19 -3.059 3.061 -0.990
C20 2.580 -0.901 -2.668
C21 2.886 -1.358 -3.941
C22 2.828 -0.245 -4.823
C23 2.511 0.868 -4.055
C24 3.759 2.932 -1.722
C25 4.616 3.619 -0.868
C26 4.076 3.510 0.461
C27 2.921 2.757 0.380
H16 -1.768 2.438 -3.157
H17 -0.823 1.069 -3.756
H18 0.886 2.793 -3.399
H19 0.122 3.348 -1.901
H20 -1.836 -2.332 -1.586
H21 -3.577 -3.405 -3.408
H22 -4.800 -1.301 -4.619
H23 -3.715 0.947 -3.512
H24 -3.761 0.259 0.547
H25 -5.427 2.314 1.207
H26 -4.590 4.462 -0.233
H27 -2.420 3.620 -1.658
H28 2.709 -1.403 -1.707
H29 3.112 -2.375 -4.244
H30 2.973 -0.244 -5.896
H31 2.487 1.915 -4.323
H32 3.820 2.756 -2.786
H33 5.525 4.121 -1.153
H34 4.505 3.933 1.356
H35 2.222 2.439 1.144
F1 0.245 1.433 3.109
C28 1.211 0.478 3.000
C29 1.283 -0.345 1.904
C30 2.223 -1.342 1.894
F2 2.184 -2.318 0.874
C31 3.202 -1.479 2.880
F3 4.134 -2.449 2.774
C32 3.164 -0.619 3.977
F4 4.056 -0.761 4.984
C33 2.150 0.340 4.051
F5 2.059 1.106 5.157

Properties
Net charge: 0
LUMO level: -0.0211 Eh
Molecular weight: 684.7 g mol⁻¹
Highest occupied orbital energy: -7.127 eV

The molecule's Mulliken atomic charges, reported in e, are given here:
1 Ca 1.253
2 C -0.430
3 C -0.336
4 C -0.773
5 C -0.892
6 C -0.296
7 C -0.457
8 C -0.640
9 C -0.898
10 C -1.815
11 H 0.388
12 H 0.872
13 H 0.283
14 H 0.241
15 H 0.447
16 H 0.337
17 H 0.422
18 H 0.440
19 H 0.268
20 H 0.373
21 H 0.409
22 H 0.336
23 H 0.428
24 H 0.452
25 H 0.233
26 P 0.513
27 P -0.240
28 N 0.732
29 N 0.529
30 N 0.397
31 N 0.548
32 C -1.399
33 C -1.224
34 C -0.403
35 C -0.664
36 C -0.817
37 C -0.389
38 C -0.530
39 C -0.597
40 C -0.735
41 C -0.300
42 C -0.523
43 C -1.327
44 C -0.169
45 C -0.342
46 C -0.244
47 C -0.611
48 C -0.633
49 C -0.388
50 H 0.756
51 H 0.411
52 H 0.581
53 H 0.490
54 H 0.317
55 H 0.450
56 H 0.451
57 H 0.468
58 H 0.344
59 H 0.436
60 H 0.435
61 H 0.336
62 H 0.852
63 H 0.441
64 H 0.034
65 H 0.508
66 H 0.320
67 H 0.450
68 H 0.451
69 H 0.271
70 F -0.376
71 C -0.567
72 C -0.543
73 C 1.149
74 F -0.449
75 C 0.348
76 F -0.324
77 C 0.424
78 F -0.300
79 C 0.336
80 F -0.322


# 2
Computed, not measured: C33H35Cl5N4P2Zn as an isolated structure, with wB97M-V/def2-TZVPD.

Positions of all 80 atoms, in Å:
Zn1 -3.353 0.642 1.792
C1 -0.712 -5.589 -0.513
C2 -0.099 -4.706 0.289
C3 0.669 -3.448 -0.025
C4 -0.294 -2.330 -0.511
C5 -0.304 -2.097 -2.020
C6 -0.498 -3.109 -2.877
C7 0.001 -4.531 -2.712
C8 -1.009 -5.451 -1.989
C9 -4.984 0.866 0.470
H1 -1.153 -6.474 -0.040
H2 0.065 -5.003 1.335
H3 1.553 -3.536 -0.679
H4 1.069 -3.072 0.928
H5 -1.296 -2.604 -0.131
H6 -0.149 -1.337 -0.005
H7 -0.380 -1.049 -2.375
H8 -1.137 -2.991 -3.779
H9 0.978 -4.563 -2.201
H10 0.182 -4.908 -3.741
H11 -2.041 -5.125 -2.211
H12 -0.987 -6.456 -2.454
H13 -5.718 0.060 0.631
H14 -4.782 0.830 -0.628
H15 -5.511 1.804 0.680
P1 -0.104 2.642 -1.032
P2 1.714 1.140 1.895
N1 0.304 2.413 -2.743
N2 -0.250 4.387 -1.229
N3 3.040 0.239 0.974
N4 2.653 1.335 3.360
C10 1.703 2.663 -0.532
C11 1.951 2.744 1.009
C12 -0.692 2.048 -3.658
C13 -0.195 2.190 -4.944
C14 1.144 2.680 -4.837
C15 1.425 2.804 -3.483
C16 -1.270 5.098 -0.588
C17 -0.971 6.452 -0.643
C18 0.280 6.587 -1.337
C19 0.691 5.310 -1.699
C20 2.546 -0.801 0.176
C21 3.524 -1.247 -0.708
C22 4.685 -0.446 -0.469
C23 4.338 0.486 0.519
C24 4.041 1.336 3.578
C25 4.301 1.859 4.843
C26 3.029 2.140 5.457
C27 2.039 1.812 4.537
H16 2.229 3.527 -0.999
H17 2.122 1.718 -0.935
H18 2.987 3.108 1.159
H19 1.254 3.472 1.473
H20 -1.669 1.727 -3.301
H21 -0.734 1.950 -5.862
H22 1.836 2.929 -5.642
H23 2.344 3.125 -2.998
H24 -2.100 4.558 -0.163
H25 -1.559 7.254 -0.218
H26 0.814 7.508 -1.531
H27 1.572 4.981 -2.233
H28 1.523 -1.103 0.302
H29 3.407 -2.049 -1.439
H30 5.646 -0.565 -0.962
H31 4.927 1.297 0.916
H32 4.715 0.941 2.841
H33 5.277 2.013 5.276
H34 2.886 2.553 6.443
H35 0.964 1.850 4.599
Cl1 -5.090 -0.918 4.932
C28 -4.553 -1.888 3.647
C29 -3.860 -1.288 2.573
C30 -3.712 -2.088 1.458
Cl2 -3.413 -1.303 -0.122
C31 -3.934 -3.478 1.436
Cl3 -3.708 -4.368 -0.004
C32 -4.540 -4.096 2.558
Cl4 -4.874 -5.786 2.529
C33 -4.913 -3.286 3.665
Cl5 -5.878 -3.986 4.924

Properties
ΔE to the lowest compared entry with this formula, charge and spin: 76.2 kcal per mole
Net charge: 0
LUMO level: -0.0613 Eh
Molecular weight: 792.3 g mol⁻¹
Highest occupied orbital energy: -8.494 eV

The molecule's Mulliken atomic charges, reported in e, are given here:
1 Zn 0.039
2 C -0.770
3 C -0.171
4 C -0.810
5 C 0.924
6 C -0.256
7 C -0.352
8 C -0.906
9 C -0.317
10 C -1.108
11 H 0.343
12 H 0.342
13 H 0.308
14 H 0.522
15 H -0.934
16 H 0.365
17 H 0.266
18 H 0.298
19 H 0.264
20 H 0.432
21 H 0.233
22 H 0.412
23 H 0.345
24 H 0.251
25 H 0.340
26 P 0.075
27 P -0.183
28 N 0.550
29 N 0.398
30 N 0.113
31 N 0.323
32 C -0.590
33 C -1.031
34 C -0.715
35 C -0.674
36 C -0.814
37 C -0.170
38 C -0.468
39 C -0.605
40 C -0.742
41 C -0.067
42 C 0.024
43 C -0.153
44 C -1.305
45 C -0.252
46 C -0.215
47 C -0.677
48 C -0.569
49 C -0.361
50 H 0.165
51 H 0.479
52 H 0.494
53 H 0.512
54 H 0.477
55 H 0.401
56 H 0.413
57 H 0.462
58 H 0.431
59 H 0.410
60 H 0.431
61 H 0.287
62 H -0.198
63 H 0.491
64 H 0.421
65 H 0.601
66 H 0.471
67 H 0.427
68 H 0.414
69 H 0.353
70 Cl -0.217
71 C 1.196
72 C -0.680
73 C 0.347
74 Cl -0.115
75 C -0.108
76 Cl -0.131
77 C 0.267
78 Cl -0.178
79 C -0.108
80 Cl -0.169


# 3
Computed, not measured: C33H35F6N3O3S as an isolated structure, with wB97M-V/def2-TZVPD.

Positions of all 81 atoms, in Å:
F1 4.986 -0.152 4.165
C1 3.913 -0.860 3.765
F2 4.167 -1.368 2.526
F3 3.717 -1.889 4.605
S1 2.399 0.262 3.729
C2 1.381 -0.406 2.379
C3 -0.023 -0.470 2.898
C4 -0.670 0.693 3.353
C5 -1.997 0.653 3.760
C6 -2.678 -0.560 3.758
C7 -4.111 -0.616 4.209
F4 -4.856 -1.458 3.423
F5 -4.227 -1.066 5.495
F6 -4.722 0.608 4.156
C8 -2.039 -1.741 3.388
C9 -0.722 -1.688 2.946
O1 1.805 0.141 5.035
O2 2.855 1.557 3.255
H1 1.795 -1.401 2.192
H2 -0.133 1.644 3.391
H3 -2.499 1.559 4.091
H4 -2.568 -2.690 3.451
H5 -0.194 -2.599 2.655
C10 -3.015 0.024 -4.808
N1 -2.683 0.168 -3.409
C11 -3.619 0.573 -2.497
O3 -4.788 0.849 -2.748
C12 -2.926 0.628 -1.135
C13 -3.484 -0.392 -0.136
C14 -4.936 -0.128 0.194
C15 -5.281 1.004 0.935
C16 -6.626 1.279 1.197
C17 -7.624 0.432 0.704
C18 -7.274 -0.707 -0.032
C19 -5.930 -0.995 -0.269
N2 -1.525 0.376 -1.481
C20 -0.575 0.405 -0.526
C21 0.787 0.225 -0.777
C22 1.817 0.293 0.142
C23 3.177 0.380 -0.285
C24 4.238 0.752 0.597
C25 5.565 0.637 0.259
C26 5.941 0.396 -1.086
N3 7.285 0.396 -1.452
C27 8.145 -0.734 -1.161
C28 7.778 1.252 -2.514
C29 4.911 0.164 -2.029
C30 3.590 0.077 -1.624
C31 -1.312 0.102 -2.919
C32 -0.748 -1.302 -3.185
C33 -0.457 1.177 -3.615
H6 -4.101 0.042 -4.917
H7 -2.580 0.837 -5.406
H8 -2.625 -0.927 -5.187
H9 -3.042 1.650 -0.727
H10 -3.372 -1.401 -0.569
H11 -2.868 -0.351 0.776
H12 -4.489 1.669 1.293
H13 -6.885 2.162 1.785
H14 -8.675 0.659 0.892
H15 -8.042 -1.373 -0.427
H16 -5.629 -1.877 -0.840
H17 -0.933 0.631 0.484
H18 1.030 0.029 -1.823
H19 1.549 0.343 1.322
H20 3.988 1.153 1.573
H21 6.349 0.793 1.003
H22 7.769 -1.281 -0.290
H23 8.203 -1.424 -2.022
H24 9.158 -0.362 -0.961
H25 7.243 2.209 -2.501
H26 8.846 1.430 -2.334
H27 7.663 0.788 -3.506
H28 5.188 -0.009 -3.072
H29 2.854 -0.250 -2.358
H30 -1.452 -2.060 -2.815
H31 -0.611 -1.431 -4.266
H32 0.216 -1.452 -2.693
H33 -1.052 2.092 -3.740
H34 0.437 1.419 -3.037
H35 -0.152 0.807 -4.603

Properties
ΔE to the lowest compared entry with this formula, charge and spin: 28.7 kcal per mole
Net charge: 0
LUMO level: -0.0480 Eh
Molecular weight: 667.7 g mol⁻¹
Highest occupied orbital energy: -6.752 eV

The molecule's Mulliken atomic charges, reported in e, are given here:
1 F -0.228
2 C 0.685
3 F -0.185
4 F -0.249
5 S 1.109
6 C -0.335
7 C 0.364
8 C -0.254
9 C -0.762
10 C 0.321
11 C 0.864
12 F -0.265
13 F -0.287
14 F -0.271
15 C -0.966
16 C -0.881
17 O -0.701
18 O -0.706
19 H 0.859
20 H 0.463
21 H 0.482
22 H 0.427
23 H 0.374
24 C -1.007
25 N 0.292
26 C 0.067
27 O -0.710
28 C 0.097
29 C 0.270
30 C 0.595
31 C -0.065
32 C -0.823
33 C -0.444
34 C -0.733
35 C -0.324
36 N 0.485
37 C 0.273
38 C 0.634
39 C -0.034
40 C 0.116
41 C -0.833
42 C -0.252
43 C 0.022
44 N 0.188
45 C -0.936
46 C -0.988
47 C -0.346
48 C -0.893
49 C 0.267
50 C -1.528
51 C -1.594
52 H 0.374
53 H 0.313
54 H 0.315
55 H 0.404
56 H 0.502
57 H -0.791
58 H 0.323
59 H 0.398
60 H 0.383
61 H 0.367
62 H 0.359
63 H 0.633
64 H -0.861
65 H -0.447
66 H 0.778
67 H 0.495
68 H 0.307
69 H 0.283
70 H 0.305
71 H 0.299
72 H 0.320
73 H 0.328
74 H 0.345
75 H 0.227
76 H 0.321
77 H 0.496
78 H 0.382
79 H 0.433
80 H 0.330
81 H 0.420


> highest occupied orbital energy of number 2 (C33H35Cl5N4P2Zn)?

-8.494 eV


> What is the LUMO level in the first record?

-0.0211 Eh


> Which value of LUMO level does entry 2 give?

-0.0613 Eh


> The lowest LUMO level belongs to which entry?

C33H35Cl5N4P2Zn